C5H12NO2 | ωB97M-V with the def2-TZVPD basis set

Each line ends with the Löwdin charge.
Element x y z (Å)
C1 1.230 0.925 -0.559  -0.309
N1 1.896 -0.115 0.880  0.148
C2 0.524 -0.120 0.224  -0.525
C3 -0.650 0.494 1.107  -0.396
O1 -1.871 0.537 0.504  -0.309
C4 0.030 -1.484 -0.324  -0.230
O2 -1.388 -1.655 -0.547  -0.180
C5 0.314 1.608 -1.661  -0.053
H1 2.093 0.685 -1.174  0.095
H2 1.611 1.733 0.136  0.121
H3 -0.880 -1.877 2.473  0.027
H4 -1.188 -2.552 2.468  0.057
H5 -0.510 -0.141 2.018  0.048
H6 -0.476 1.557 1.391  0.097
H7 -1.805 -0.771 -0.218  0.009
H8 0.489 -1.651 -1.346  0.112
H9 0.308 -2.270 0.378  0.077
H10 0.850 2.204 -2.396  0.052
H11 -0.470 2.141 -1.097  0.071
H12 -0.107 0.752 -2.257  0.086

Force components x, y, z for each atom (eV/Å):
1.30 3.35 -2.24
-3.23 -0.71 -1.14
1.29 -1.06 3.53
0.03 0.90 -0.29
-0.02 -0.76 -0.17
-0.49 -0.02 -2.14
1.04 0.41 0.11
-0.97 -1.57 0.69
0.25 -0.91 0.16
-0.66 -0.58 -0.69
-0.04 -0.06 0.05
-0.04 -0.13 0.04
-0.58 0.36 0.05
1.11 -0.38 0.31
-0.03 0.19 0.34
0.17 -0.11 1.09
0.52 0.06 -0.02
0.33 0.34 0.47
0.07 -0.19 -0.81
-0.09 0.89 0.66

For the strongest force on any atom, the calculation gives 4.23 eV Å⁻¹. As for the energy relative to the best compared isomer or geometry (same formula, charge and spin): 813.5 kJ/mol. Its lowest unoccupied orbital energy is 0.11771 Eh. The net charge is -1. The calculation puts the HOMO-LUMO gap at 6.522 eV.